1.
Molecular formula: C5H8N2O
Method: DFT, ωB97M-V/def2-TZVPD

Structure (XYZ):
```
16
Properties=species:S:1:pos:R:3:forces:R:3
C -2.28451 1.10437 0.04245 -1.97 1.61 -0.35
C -0.85188 0.85841 -0.27056 0.47 -1.20 -0.82
C -0.27765 -0.37372 -0.32351 0.36 0.76 0.58
C -1.01284 -1.62326 -0.07946 -1.23 -1.68 -0.50
C 1.94089 -0.06056 0.17470 -0.52 0.42 -0.59
H -3.04217 0.26639 -0.12035 1.49 1.05 0.29
H -2.62261 2.00835 -0.60090 0.40 -1.41 0.98
H -2.39099 1.48489 1.10138 0.06 -0.53 -0.92
H -0.28811 1.73538 -0.62834 -0.01 -0.51 0.48
H -0.44835 -2.57326 -0.28704 0.26 0.77 0.16
H 1.70725 0.71417 0.88453 -0.71 0.32 0.44
H 3.50854 -1.05951 -0.40418 0.83 -0.48 -0.32
H 3.88178 0.19412 0.79548 -0.79 -0.87 -1.10
N 1.09455 -0.68369 -0.55512 -0.03 0.66 0.53
N 3.27129 -0.21438 0.06019 0.87 0.56 0.94
O -2.18519 -1.77768 0.21074 0.52 0.54 0.20
```
Forces are in eV/Å.

Properties
* HOMO-LUMO gap: 9.122 eV
* multiplicity: 1
* relative energy (zero: lowest compared OMol25 entry of this formula, charge and spin): 1.689 eV
* SMILES string: C/C=C(C=O)/N=C/N

Here is what Mulliken gives for the atomic charges, in e: -1.01, -0.20, 0.37, 0.00, -0.02, 0.31, 0.28, 0.24, 0.41, 0.35, 0.33, 0.26, 0.25, -0.67, -0.39, -0.51

2.
Molecular formula: C4H4CuMgO5
Method: DFT, ωB97M-V/def2-TZVPD

Structure (XYZ):
```
15
Properties=species:S:1:pos:R:3:forces:R:3
O 0.21439 -2.37275 -0.35950 1.61 2.00 1.01
O -0.13403 -0.46978 0.71689 1.15 -1.02 -0.11
C -0.49679 0.83731 0.21840 0.44 0.86 -0.30
C -1.98241 1.02962 0.51200 0.15 -0.09 0.50
O -2.74882 0.00961 0.00442 -0.22 -0.16 -0.19
C 0.68615 -1.28118 0.00196 -4.62 -1.83 -0.45
H 0.14357 1.58307 0.71231 -0.22 -0.12 -0.06
H -0.32119 0.87811 -0.86725 -0.08 -0.16 0.23
H -2.23954 2.03182 0.09624 -0.02 -0.44 0.00
H -2.08808 1.13169 1.61810 0.04 -0.04 -0.31
O 2.85272 -0.37988 0.44258 -1.62 -0.70 -0.47
O 2.24882 -0.57711 -1.67267 -1.19 -0.54 1.47
C 1.97046 -0.73553 -0.42596 3.87 1.44 -1.09
Cu -2.17903 -1.79750 0.10361 0.31 0.62 -0.08
Mg 4.07376 0.11253 -1.10110 0.41 0.18 -0.14
```
Forces are in eV/Å.

Properties
* HOMO-LUMO gap (alpha / beta): 6.449 / 7.415 eV
* multiplicity: 2
* expectation value of S²: 0.75
* relative energy (zero: lowest compared OMol25 entry of this formula, charge and spin): 0.000 eV

Here is what Mulliken gives for the atomic charges, in e: -0.54, -0.30, -0.41, -0.41, -0.76, 0.64, 0.30, 0.34, 0.30, 0.27, -0.82, -0.83, 1.39, 0.50, 0.33

3.
Molecular formula: C31H48O2P2V
Method: DFT, ωB97M-V/def2-TZVPD

Structure (XYZ):
```
84
Properties=species:S:1:pos:R:3:forces:R:3
V 0.61679 1.00070 -1.02018 -0.77 -3.29 -4.84
C 0.96868 0.64772 1.07350 0.82 0.50 0.99
C 2.05840 1.30849 0.40374 -0.45 0.80 0.91
C 0.12487 2.61348 0.13377 0.86 -0.21 1.37
C -0.21262 1.42746 0.89096 0.34 0.83 0.70
C 1.55817 2.55682 -0.17777 -0.67 -0.11 1.68
C 1.05835 -0.58767 1.91441 -0.08 -0.33 -0.24
H 1.92423 -1.22010 1.66725 -0.26 0.32 0.11
H 0.15781 -1.21998 1.84219 0.00 -0.17 0.05
H 1.12002 -0.34352 2.99126 0.03 0.20 -0.48
C -1.54023 0.99979 1.41114 -0.43 -0.21 -0.09
H -1.72814 -0.08253 1.27548 -0.05 0.18 0.10
H -2.36157 1.56871 0.96811 0.07 -0.12 0.07
H -1.59458 1.14493 2.49798 0.15 0.04 -0.17
C -0.88974 3.53944 -0.42101 -0.47 0.35 -0.26
H -0.95750 4.48839 0.11878 0.23 -0.08 0.02
H -1.88625 3.08896 -0.35244 0.21 0.10 -0.11
H -0.68824 3.78363 -1.46970 -0.03 0.06 0.03
C 2.31249 3.50057 -1.04379 0.36 0.47 -0.51
H 2.60751 4.40662 -0.49677 -0.11 -0.25 0.04
H 1.71041 3.85902 -1.89438 0.14 -0.15 0.19
H 3.24265 3.06044 -1.43671 -0.36 0.08 0.14
C 3.43108 0.74996 0.30599 0.61 -0.28 -0.11
H 4.07189 1.18656 1.08542 -0.10 -0.02 -0.25
H 3.89004 0.94892 -0.67302 0.00 0.02 0.29
H 3.44076 -0.33949 0.46847 -0.09 0.43 -0.09
C -1.46287 -2.44090 -1.31542 -0.93 -0.29 0.20
C -0.44607 -3.19336 -0.91914 0.78 -0.69 1.54
C 1.02411 -2.91629 -1.10180 0.56 -1.02 -1.09
C 1.37442 -2.30996 -2.48019 0.35 -0.59 1.24
C 1.36062 -0.81902 -2.65422 -0.55 0.98 -0.97
C 0.25514 -0.09120 -3.12656 1.24 0.56 0.27
C -1.09510 -0.19358 -2.48500 -1.00 0.07 -1.34
C -1.60394 -1.65664 -2.57692 -0.30 0.84 0.76
H 1.55229 -3.88636 -1.09063 -0.13 0.37 0.28
H 0.68979 -2.78936 -3.18970 0.29 0.40 0.08
H 1.47355 -2.31078 -0.27614 -0.67 -0.46 -0.39
H -1.11542 -2.09858 -3.45858 -0.31 0.03 0.65
H -2.34368 -2.38543 -0.65973 -0.04 -0.87 -0.51
H -0.63559 -4.08296 -0.27025 0.00 1.47 0.29
H -2.68350 -1.58060 -2.78110 0.43 -0.21 -0.04
H -1.10322 0.16630 -1.39329 -0.50 -0.52 -0.37
H 0.32850 0.51597 -4.07121 0.36 0.55 1.43
H -1.87802 0.44042 -2.98745 1.14 -0.15 0.39
H 2.39192 -2.65727 -2.73408 -0.37 0.37 0.03
H 2.35897 -0.35470 -2.75964 -0.41 -0.37 -0.83
P -0.64484 -1.19411 -5.77756 -0.06 -0.74 -2.07
P -0.51472 1.75579 -6.47549 -0.70 0.16 -2.01
C -0.64600 -0.80517 -7.63234 0.23 0.15 0.45
C -1.20594 0.58384 -7.82221 0.02 0.24 0.57
H -1.25712 -1.55805 -8.16111 0.43 0.13 0.23
H 0.39394 -0.86323 -8.00271 -0.46 0.04 0.17
H -0.93086 0.97818 -8.81235 -0.22 0.08 0.33
H -2.30748 0.57662 -7.74212 0.39 0.09 -0.01
C -1.42261 3.15698 -7.25008 0.06 0.60 0.19
H -1.10995 4.10466 -6.80998 -0.11 0.08 -0.03
H -2.50245 3.04435 -7.09971 0.21 0.00 0.08
H -1.23505 3.19683 -8.32886 0.01 0.00 0.19
C 1.12400 1.99834 -7.30198 0.26 0.12 0.17
H 1.02015 2.04926 -8.39370 -0.04 -0.01 0.25
H 1.81829 1.18573 -7.05705 -0.11 0.11 -0.02
H 1.57689 2.93646 -6.95862 -0.05 -0.18 -0.02
C -2.35548 -1.88569 -5.83544 -0.27 -0.30 0.36
H -2.63308 -2.29984 -4.86109 -0.14 0.00 -0.34
H -2.40240 -2.68457 -6.59184 -0.02 0.26 0.25
H -3.09283 -1.10916 -6.09787 0.36 -0.18 0.11
C 0.40499 -2.68066 -6.04896 0.01 -0.52 0.50
H 1.20204 -2.44868 -6.77248 -0.34 -0.08 0.30
H -0.24115 -3.47783 -6.44312 0.43 0.03 0.04
H 0.88005 -3.00663 -5.11899 -0.09 -0.20 -0.31
O -0.83166 -2.91960 2.54526 -0.19 0.78 -0.42
C -2.08642 -2.82146 2.60151 -0.28 -0.77 0.16
O -2.85690 -1.95868 2.11178 0.89 0.52 -0.41
C -2.79432 -3.95200 3.33681 -0.35 -1.23 0.17
C -2.08095 -5.05089 3.88578 -0.06 0.49 -0.01
C -2.76862 -6.07924 4.53482 -0.14 -0.10 -0.12
C -4.16142 -6.04631 4.67531 -0.02 0.66 -0.24
C -4.87492 -4.96883 4.11859 0.51 -0.31 -0.36
C -4.20472 -3.97916 3.38608 0.41 0.00 0.61
H -0.97271 -5.10331 3.82535 -0.98 0.27 -0.08
H -2.21023 -6.93986 4.91054 -0.16 0.29 0.00
H -4.69181 -6.84036 5.20522 0.20 0.24 -0.16
H -5.95868 -4.91956 4.19272 0.15 -0.11 0.04
H -4.76490 -3.18038 2.88918 0.32 -0.27 0.28
```
Forces are in eV/Å.

Properties
* HOMO-LUMO gap (alpha / beta): 3.570 / 4.000 eV
* multiplicity: 3
* expectation value of S²: 2.05
* relative energy (zero: lowest compared OMol25 entry of this formula, charge and spin): 0.425 eV
* net charge: +1

Here is what Mulliken gives for the atomic charges, in e: -0.28, 0.90, 0.49, 0.66, 0.26, 0.85, -1.04, 0.28, 0.19, 0.37, -0.75, 0.12, 0.19, 0.34, -1.67, 0.38, 0.29, 0.36, -1.24, 0.38, 0.30, 0.31, -1.59, 0.39, 0.37, 0.33, -1.01, -0.65, -0.48, -0.93, -0.18, -0.46, 0.60, -0.06, 0.67, -0.18, -0.31, -0.09, 0.39, 0.26, 0.72, 0.00, 0.01, 0.45, 0.66, 0.67, 0.95, 0.47, -0.95, -1.07, 0.51, 0.42, 0.63, 0.41, -1.16, 0.39, 0.37, 0.35, -1.26, 0.39, 0.31, 0.40, -1.39, 0.44, 0.48, 0.31, -1.27, 0.43, 0.35, 0.26, -0.83, 0.47, -0.83, 0.30, -0.24, -0.43, -0.39, -0.50, -0.33, 0.32, 0.35, 0.35, 0.37, 0.36

4.
Molecular formula: C3H2Cl2N2O
Method: DFT, ωB97M-V/def2-TZVPD

Structure (XYZ):
```
10
Properties=species:S:1:pos:R:3:forces:R:3
C 1.46561 -0.67834 -0.15095 0.18 0.04 0.59
C -1.89696 0.06339 0.66644 1.04 3.72 0.74
C 0.57960 -0.17051 -0.96431 0.57 2.39 -0.54
N 2.39642 -1.13479 0.46180 0.80 0.17 -0.83
N -1.58081 1.23337 0.64677 -0.44 -1.05 0.30
O -2.00775 -1.02304 1.00670 -0.75 -2.59 0.06
Cl 0.68702 1.58585 -1.43807 0.62 -1.27 0.49
Cl -0.66251 -0.90424 -1.78544 -0.94 -1.25 -0.59
H 2.70555 -1.04963 1.41671 -0.81 -0.13 0.32
H -1.68615 2.07794 0.14035 -0.27 -0.01 -0.54
```
Forces are in eV/Å.

Properties
* HOMO-LUMO gap: 8.691 eV
* multiplicity: 1
* relative energy (zero: lowest compared OMol25 entry of this formula, charge and spin): 1.957 eV
* SMILES string: N=C=C(Cl)Cl.N=C=O

Here is what Mulliken gives for the atomic charges, in e: 0.39, 0.55, 0.03, -0.38, -0.42, -0.40, -0.20, -0.15, 0.29, 0.28

5.
Molecular formula: C12H4Cl5N2O4Pt
Method: DFT, ωB97M-V/def2-TZVPD

Structure (XYZ):
```
28
Properties=species:S:1:pos:R:3:forces:R:3
Pt -0.41383 0.71982 -0.09845 -2.56 -2.61 -0.04
O 2.03046 4.17692 -0.26554 0.56 0.24 0.02
C 1.51739 3.06744 -0.29750 0.16 0.10 -0.12
O 0.28931 2.80150 -0.38350 -0.31 0.24 -0.03
C 2.43843 1.83482 -0.24240 0.06 0.00 -0.02
C 3.81697 1.92825 -0.10316 -0.07 0.09 -0.03
C 4.56005 0.76381 -0.03602 -0.20 -0.07 -0.03
C 3.90340 -0.45663 -0.12275 0.04 0.00 -0.10
C 2.52986 -0.46171 -0.28044 0.24 -0.18 0.01
N 1.82236 0.65794 -0.33525 1.15 0.51 0.10
H 4.26394 2.90789 -0.04917 0.01 0.10 0.03
H 5.63269 0.79574 0.08001 0.13 0.04 0.03
H 4.44180 -1.39191 -0.07705 0.03 -0.04 0.01
H 1.97173 -1.38543 -0.35363 -0.02 -0.02 0.06
O 0.40963 -0.86916 1.72455 -0.53 0.53 -0.71
N 0.05290 -0.15088 2.66257 0.11 -0.03 0.78
O -0.55818 0.88656 2.41512 0.01 -0.43 -0.79
Cl -0.56394 -2.53318 -1.11391 0.45 -0.23 -0.12
C -2.07595 -1.83951 -0.68854 0.22 0.60 0.07
C -2.09161 -0.48556 -0.34214 0.63 0.96 1.00
C -3.35353 0.04247 -0.03606 0.50 0.04 -0.13
Cl -3.39937 1.71511 0.37524 -0.29 0.20 0.07
C -4.51740 -0.71212 -0.06098 0.04 -0.11 -0.08
Cl -6.04314 0.00183 0.28509 -0.11 0.10 0.08
C -4.44571 -2.06453 -0.38706 0.13 0.08 -0.03
Cl -5.87085 -3.02149 -0.41782 -0.21 -0.14 0.00
C -3.21645 -2.63167 -0.70865 -0.19 0.14 -0.01
Cl -3.13096 -4.29632 -1.14254 0.04 -0.09 -0.01
```
Forces are in eV/Å.

Properties
* HOMO-LUMO gap (alpha / beta): 6.367 / 6.383 eV
* multiplicity: 1
* relative energy (zero: lowest compared OMol25 entry of this formula, charge and spin): 1.941 eV
* net charge: -1

Here is what Mulliken gives for the atomic charges, in e: 0.28, -0.74, 0.43, -0.70, 0.48, -0.48, -0.21, -0.72, 0.11, -0.37, 0.46, 0.40, 0.38, 0.20, -0.33, 0.31, -0.37, -0.22, 1.01, -1.05, 0.87, -0.16, -0.37, -0.20, 0.72, -0.21, -0.33, -0.20

6.
Molecular formula: C21H47N5O8
Method: DFT, ωB97M-V/def2-TZVPD

Structure (XYZ):
```
81
Properties=species:S:1:pos:R:3:forces:R:3
C 6.47943 -5.30585 0.79554 1.05 -0.14 -1.49
C 5.39918 -4.27347 0.43400 1.53 -1.23 0.91
C 5.27355 -4.15237 -1.07428 -0.31 -0.45 -1.36
C 3.92062 -3.43790 -1.52851 1.87 0.52 1.68
C 2.77934 -4.26688 -0.90056 -1.19 -0.07 -1.46
C 2.85427 -4.49437 0.59302 1.09 0.91 0.58
N 4.22625 -4.93564 0.95619 -1.70 0.24 0.00
O 4.29862 -5.03157 2.36720 0.02 0.57 -0.02
C 2.31219 -3.20324 1.26319 0.20 -0.25 0.42
C 1.97019 -5.66883 0.95256 -0.45 0.16 0.02
C 5.81032 -2.99885 1.12979 -0.60 1.77 0.03
H 7.44358 -4.91511 0.36743 -0.58 -0.63 0.54
H 6.18360 -6.23918 0.26726 0.50 0.38 0.53
H 6.56481 -5.48462 1.87774 -0.03 0.18 -0.54
H 6.22193 -3.73424 -1.50228 -0.91 0.17 0.40
H 5.26378 -5.18760 -1.49276 -0.15 0.52 0.34
H 3.94649 -3.26142 -2.63512 -0.50 -0.34 1.05
H 3.99665 -2.43633 -0.98841 -0.51 -0.87 -1.01
H 2.75202 -5.28202 -1.30433 0.33 0.06 -0.56
H 1.73766 -3.87199 -1.11702 1.35 -0.21 0.10
H 1.28767 -3.18384 0.88441 -0.17 0.27 0.57
H 2.35790 -3.22947 2.37603 -0.29 -0.03 -0.71
H 2.76754 -2.26711 0.92103 0.20 -0.26 -0.01
H 0.96736 -5.36146 0.60219 0.12 -0.64 0.39
H 2.33575 -6.52842 0.36031 -0.38 0.21 0.56
H 2.00647 -5.86591 2.05180 -0.19 0.04 -1.00
H 5.19862 -2.20652 0.72737 -0.58 0.59 0.13
H 6.81151 -2.59828 0.88231 -0.15 -0.89 0.35
H 5.63516 -2.99918 2.22987 0.57 -0.04 -0.76
H 4.32786 -4.09614 2.64837 -0.14 -0.55 0.33
C -2.72041 4.44178 -1.67342 -1.92 -0.87 -1.46
C -2.74298 4.40345 -0.17769 0.66 0.92 0.43
C -1.84162 5.57353 0.32941 -1.56 0.36 0.29
C -2.56837 6.92460 0.17200 -1.70 -0.30 0.83
C -4.00284 6.90058 0.77893 1.11 0.59 0.31
C -4.87787 5.83461 0.19632 0.17 0.40 -0.57
N -4.10716 4.56899 0.38889 0.59 -0.13 -0.56
O -4.77976 3.52209 -0.27557 -1.19 -0.32 -0.15
C -6.05366 5.75260 1.13522 -0.13 -1.59 1.26
C -5.36322 6.24578 -1.20480 0.29 -0.15 0.14
C -2.16249 3.04085 0.23601 -0.50 0.23 -0.24
H -3.51312 3.72213 -2.06301 1.03 0.93 0.33
H -1.77829 4.08140 -2.06468 0.34 0.22 -0.09
H -2.98253 5.43489 -2.04748 0.31 -0.18 -0.20
H -1.59533 5.38292 1.38030 0.48 0.14 -0.29
H -1.03933 5.67531 -0.37667 1.10 -0.52 0.30
H -2.66483 7.11417 -0.87114 -0.16 0.17 -1.07
H -2.07341 7.81244 0.53140 0.70 -0.05 0.51
H -4.50785 7.89179 0.81869 0.34 -0.58 -0.46
H -3.98180 6.57201 1.80261 0.74 0.27 0.86
H -5.63873 5.44546 2.12078 -0.50 0.21 -0.42
H -6.65056 6.63399 1.27077 0.14 0.85 -0.17
H -6.77639 4.99815 0.84694 -0.08 -0.40 -0.23
H -4.81406 7.11293 -1.58691 0.03 -0.34 -0.12
H -5.39659 5.44290 -1.92173 0.29 -0.32 -0.27
H -6.38318 6.54246 -1.08340 -0.72 0.43 -0.09
H -2.23813 2.88786 1.28435 -0.17 -0.09 1.12
H -1.12603 3.03662 -0.00480 1.07 0.13 -0.21
H -2.57491 2.16232 -0.26932 -0.34 0.41 -0.10
H -5.23410 3.08511 0.43634 -0.38 -0.45 0.35
C 1.62300 0.42217 -2.21096 1.56 0.72 0.23
N 0.55915 -0.52635 -1.91402 -1.42 -0.02 1.23
O 0.87899 -1.61771 -1.47842 -0.08 0.33 -0.59
O -0.59978 -0.10331 -1.94024 0.89 -0.51 -0.31
H 1.19335 1.40130 -2.39602 -0.16 -0.10 0.11
H 2.18826 0.12162 -3.10888 -0.20 -0.21 0.60
H 2.26101 0.44280 -1.28008 -0.56 -0.05 -1.21
C -3.21030 -4.31225 -0.85719 0.84 -1.87 0.84
N -1.81103 -4.82279 -1.20622 -0.81 0.57 -0.10
O -0.83570 -4.10392 -1.11596 -0.58 0.13 0.19
O -1.79983 -5.97588 -1.54046 0.43 -0.94 -0.28
H -3.91313 -5.02468 -1.27519 0.17 -0.24 0.14
H -3.40869 -3.39306 -1.30085 0.16 1.88 -0.32
H -3.22490 -4.35955 0.24053 -0.22 0.44 -0.42
C -0.57308 -0.41689 1.40165 -0.48 0.32 0.66
N 0.47851 0.59120 1.89195 -0.30 -0.73 -1.11
O 1.41473 0.78611 1.10085 -1.07 0.11 1.33
O 0.30865 1.10629 2.97761 0.43 -0.18 -0.82
H -0.98345 -0.99448 2.26188 0.43 0.71 -0.63
H -0.12297 -1.04191 0.66595 0.70 -0.60 -0.19
H -1.36358 0.09535 0.83144 0.27 0.32 0.67
```
Forces are in eV/Å.

Properties
* HOMO-LUMO gap: 8.307 eV
* multiplicity: 1
* SMILES string: CC1(C)CCCC(C)(C)N1O.CC1(C)CCCC(C)(C)N1O.C[N+](=O)[O-].C[N+](=O)[O-].C[N+](=O)[O-]

Here is what Mulliken gives for the atomic charges, in e: -1.90, 1.43, -1.37, -0.21, -1.20, 1.66, 0.11, -0.47, -1.44, -1.62, -1.37, 0.40, 0.45, 0.34, 0.41, 0.36, 0.41, -0.04, 0.59, 0.07, 0.16, 0.51, 0.30, 0.18, 0.49, 0.34, 0.34, 0.41, 0.34, 0.33, -1.84, 1.81, -0.96, -0.84, -1.40, 1.98, 0.08, -0.52, -2.09, -1.86, -2.45, 0.32, 0.47, 0.41, 0.40, 0.40, 0.32, 0.44, 0.38, 0.48, 0.45, 0.46, 0.45, 0.34, 0.29, 0.52, 0.59, 0.53, 0.46, 0.36, -0.77, 0.86, -0.41, -0.52, 0.29, 0.28, 0.28, -0.79, 0.89, -0.47, -0.53, 0.32, 0.29, 0.28, 0.05, 0.95, -0.50, -0.55, 0.36, -0.37, 0.10